{
  "formula": "C9H16CeOP",
  "method": "ωB97M-V/def2-TZVPD",
  "symbols": ["C", "C", "C", "C", "C", "Ce", "P", "H", "H", "H", "H", "H", "H", "H", "H", "C", "C", "C", "O", "C", "H", "H", "H", "H", "H", "H", "H", "H"],
  "coordinates": [[0.691163, -0.071415, -1.983463], [0.452040, -1.378305, -2.370200], [-0.842258, -1.937212, -2.059989], [-1.843724, -0.998598, -1.593803], [-1.424202, 0.263804, -1.226324], [-0.013227, -0.939181, -0.034734], [2.249532, 1.221350, 0.347345], [1.587925, 0.533384, -2.179053], [1.244329, -2.052056, -2.744930], [-1.065686, -2.998768, -2.225560], [-2.018168, 1.124344, -0.848245], [-2.866463, -1.399289, -1.430560], [1.867573, 2.603313, 0.388040], [3.385606, 1.453675, -0.497202], [3.009053, 1.195820, 1.559085], [-1.532112, 0.279715, 4.364510], [-0.902223, 1.623271, 3.953691], [-0.617715, 1.532218, 2.452627], [-0.758275, 0.114897, 2.083148], [-1.546195, -0.591396, 3.102643], [-0.970356, -0.201331, 5.167343], [-2.553555, 0.426968, 4.718260], [0.025442, 1.807961, 4.514941], [-1.577376, 2.457748, 4.157403], [-1.352143, 2.101549, 1.866070], [0.385071, 1.864173, 2.165999], [-1.117387, -1.592730, 3.243072], [-2.574762, -0.698629, 2.715625]],
  "forces_ev_per_a": [[1.03, -0.07, 0.81], [0.22, -1.12, -1.92], [0.05, 0.18, -0.09], [-1.87, -1.33, -1.37], [-0.42, 0.77, 1.36], [1.87, 0.65, 2.94], [0.57, 0.33, 0.08], [-0.39, -0.38, -0.79], [-0.69, 0.46, -0.58], [0.05, 0.55, 0.04], [-0.13, -0.64, -0.85], [0.45, 0.50, -0.77], [0.17, -0.46, 0.12], [-0.45, -0.19, 0.27], [-0.06, 0.39, -0.20], [-0.06, -0.16, -0.03], [0.41, 0.19, 0.13], [-0.62, -0.63, -0.24], [-0.18, 0.60, 1.75], [-0.20, 0.55, -0.63], [-0.02, 0.10, -0.09], [0.10, -0.06, 0.03], [-0.30, -0.08, -0.19], [0.12, -0.10, 0.00], [0.17, -0.15, 0.09], [-0.24, -0.20, 0.14], [0.00, 0.34, -0.08], [0.41, -0.01, 0.07]],
  "mulliken_charge": [-0.771, -0.288, -0.374, -0.268, -0.735, 0.433, -0.190, 0.462, 0.306, 0.382, 0.300, 0.297, 0.112, 0.111, 0.107, -0.522, -0.494, -0.285, -0.146, -0.498, 0.247, 0.276, 0.236, 0.313, 0.279, 0.065, 0.330, 0.316],
  "e_tot_ha": -1243.9509,
  "spin_multiplicity": 2,
  "orbital_gap_ev": [4.8, 4.8],
  "e_homo_ev": [-4.92, -4.88],
  "total_charge": 0,
  "lumo_ev": [-0.1, -0.1],
  "relative_energy_kcal_mol": 33.1,
  "s_squared": 0.7522
}

***

{
  "formula": "H6NOSi2",
  "method": "ωB97M-V/def2-TZVPD",
  "symbols": ["N", "O", "Si", "Si", "H", "H", "H", "H", "H", "H"],
  "coordinates": [[0.010364, 2.591960, 1.126674], [-0.190817, -1.148133, 0.232322], [0.276769, 0.985880, 1.356177], [-0.347950, -1.476468, -1.269664], [-0.657737, 0.484697, 2.349911], [1.583091, 0.327370, 1.355961], [0.548424, 3.102053, 0.435760], [-1.320164, -0.618755, -2.016809], [0.914350, -1.371789, -2.073118], [-0.816330, -2.876815, -1.497213]],
  "forces_ev_per_a": [[0.02, -1.03, -0.41], [0.30, 1.91, 2.34], [-0.58, -0.24, -0.44], [-0.12, -0.28, -1.45], [-0.10, -0.24, 0.32], [0.39, 0.06, 0.01], [0.15, -0.03, 0.07], [-0.10, 0.04, -0.15], [0.10, -0.01, -0.15], [-0.06, -0.18, -0.13]],
  "mulliken_charge": [-0.556, -0.505, 0.465, 0.264, -0.143, -0.125, 0.158, -0.177, -0.189, -0.192],
  "e_tot_ha": -712.6090,
  "orbital_gap_ev": 9.1,
  "e_homo_ev": -4.75,
  "total_charge": -1,
  "lumo_ev": 4.3,
  "relative_energy_kcal_mol": 0.0
}